[1]
Formula: C4H12N3
Source: the OMol25 dataset
Level of theory: ωB97M-V/def2-TZVPD

Output
- Max |F|: 2.60 eV/A
- Total charge: +1
- Energy above the lowest of the compared OMol25 structures with the same formula, charge and spin: 366.0 kJ/mol
- Molar mass: 102.16 Da
- Highest occupied orbital energy (alpha / beta): -13.53 / -13.53 eV

Last column: natural (NBO) charge in e.
CARTESIAN COORDINATES (ANGSTROEM)
C (2.1795, 0.3591, -1.7426)  -0.497
C (-0.0162, 0.9611, 0.9341)  -0.433
C (-0.3172, -1.4452, 0.6317)  -0.428
C (-2.0257, 0.1031, -0.0712)  -0.428
N (0.8515, 0.2768, -2.1224)  0.055
N (-0.2367, 0.1335, -1.8564)  0.278
N (-0.5960, -0.1100, 0.1509)  -0.331
H (2.8158, 0.0026, -2.5537)  0.280
H (2.3716, -0.2078, -0.8273)  0.257
H (2.4199, 1.4128, -1.5647)  0.286
H (-0.0559, 1.8947, 0.3744)  0.214
H (-0.5873, 1.1042, 1.8572)  0.223
H (1.0138, 0.7395, 1.2047)  0.213
H (-0.8668, -1.6332, 1.5606)  0.217
H (-0.6410, -2.1788, -0.1044)  0.223
H (0.7442, -1.5768, 0.8309)  0.211
H (-2.1752, 1.0814, -0.5206)  0.220
H (-2.4006, -0.6504, -0.7592)  0.225
H (-2.5946, 0.0496, 0.8587)  0.215



[2]
Formula: C14H22F6Na4O18S2
Source: the OMol25 dataset
Level of theory: ωB97M-V/def2-TZVPD

Output
- Max |F|: 5.97 eV/A
- Total charge: +3
- Molar mass: 748.39 Da
- Highest occupied orbital energy (alpha / beta): -16.20 / -16.20 eV
- 2S+1: 2
- ⟨S²⟩: 0.754

Last column: natural (NBO) charge in e.
CARTESIAN COORDINATES (ANGSTROEM)
Na (0.9559, 3.3077, -0.0036)  0.978
Na (-1.3720, 2.8008, -4.2235)  0.990
Na (1.3361, 0.3917, -5.1500)  0.978
Na (-0.9790, -3.2502, 1.2256)  0.996
C (3.9557, 3.0000, -2.0667)  0.725
F (4.8594, 3.9895, -2.1361)  -0.276
F (4.6232, 1.8556, -2.1207)  -0.319
F (3.3573, 2.9248, -0.8524)  -0.371
S (2.5157, 3.3309, -3.3375)  2.354
O (3.0816, 4.2300, -4.3139)  -0.913
O (2.1666, 2.0848, -3.8769)  -1.120
O (1.4584, 3.9212, -2.5641)  -1.049
C (-0.8157, -0.7856, -0.8009)  0.713
F (-1.0625, -0.3302, 0.4546)  -0.311
F (-0.0163, -1.8800, -0.7626)  -0.347
F (-2.0208, -1.0547, -1.3713)  -0.290
S (0.0459, 0.5365, -1.8220)  2.331
O (0.9915, 1.1217, -0.8278)  -1.009
O (0.6149, -0.1305, -3.0267)  -1.037
O (-1.0110, 1.4424, -2.2147)  -1.027
C (3.0181, -1.6769, -2.6094)  -0.110
C (4.2392, -2.6394, -2.3751)  -0.114
O (3.9180, -3.7385, -3.2129)  -0.369
C (2.8399, -3.5040, -3.9406)  0.953
O (2.3363, -4.3219, -4.7562)  0.052
O (2.1803, -2.4592, -3.5241)  -0.420
H (3.3163, -0.7289, -3.0572)  0.234
H (2.6905, -1.4885, -1.5870)  0.250
H (4.3573, -2.8883, -1.3205)  0.276
H (5.1396, -2.1682, -2.7692)  0.238
C (-2.3780, 0.8525, 7.4340)  -0.260
O (-2.6831, 0.8091, 6.1155)  -0.474
C (-1.9769, 1.4479, 5.2188)  0.984
O (-0.8832, 1.9318, 5.3891)  -0.622
O (-2.5026, 1.1058, 3.9989)  -0.516
C (-1.9160, 1.5134, 2.8274)  -0.244
H (-1.5508, 0.1754, 7.6471)  0.185
H (-3.1863, 0.4180, 8.0221)  0.213
H (-2.1554, 1.8730, 7.7456)  0.205
H (-1.8775, 2.6003, 2.7541)  0.188
H (-2.4392, 1.1693, 1.9352)  0.181
H (-0.9313, 1.0491, 2.8802)  0.163
C (2.9091, 0.2079, 1.4613)  -0.252
O (3.6928, -0.5882, 2.3617)  -0.468
C (4.1006, -1.7795, 2.0977)  1.007
O (3.9393, -2.3914, 1.0586)  -0.718
O (4.8313, -2.1668, 3.2007)  -0.476
C (5.2784, -3.5466, 3.2375)  -0.271
H (1.8456, -0.0220, 1.5260)  0.167
H (3.1440, 0.1619, 0.3979)  0.189
H (3.0425, 1.2440, 1.7726)  0.212
H (4.5106, -4.2833, 3.0011)  0.189
H (5.7033, -3.6718, 4.2335)  0.227
H (6.1443, -3.7241, 2.5997)  0.199
C (-4.6858, 0.8638, -2.8685)  -0.229
O (-5.9746, 1.1258, -2.4919)  -0.518
C (-6.7625, 0.2677, -1.7153)  1.001
O (-6.3857, -0.8930, -1.4802)  -0.638
O (-7.9783, 0.8577, -1.2787)  -0.488
C (-8.8927, -0.0334, -0.5462)  -0.278
H (-4.1547, 1.8046, -3.0135)  0.157
H (-4.5851, 0.1599, -3.6945)  0.185
H (-4.2864, 0.3610, -1.9877)  0.184
H (-9.1637, -1.0021, -0.9662)  0.211
H (-9.8856, 0.4008, -0.4293)  0.222
H (-8.6270, -0.1914, 0.4990)  0.195



[3]
Formula: C4H8N2O
Source: the OMol25 dataset
Level of theory: ωB97M-V/def2-TZVPD

Output
- Max |F|: 2.48 eV/A
- Energy above the lowest of the compared OMol25 structures with the same formula, charge and spin: 402.7 kJ/mol
- Molar mass: 100.12 Da
- Highest occupied orbital energy: -9.16 eV

Last column: natural (NBO) charge in e.
CARTESIAN COORDINATES (ANGSTROEM)
N (-2.1923, -0.1915, 0.1388)  -0.824
C (-1.3087, -0.4594, 1.1318)  0.661
O (-1.6140, -0.6380, 2.2961)  -0.614
C (0.1468, -0.5446, 0.7061)  -0.326
N (0.3525, -0.0900, -0.6387)  -0.428
C (1.9477, 0.0369, -1.0378)  -0.402
C (0.9892, 1.1618, -0.9253)  -0.257
H (-3.1743, -0.1624, 0.3622)  0.406
H (-1.8825, -0.1091, -0.8168)  0.414
H (0.7576, 0.0110, 1.4236)  0.205
H (0.4407, -1.6030, 0.7802)  0.226
H (2.5689, -0.0676, -0.1400)  0.187
H (1.2563, -0.8175, -1.4307)  0.347
H (1.0555, 1.7844, -0.0341)  0.205
H (0.6565, 1.6889, -1.8154)  0.202



[4]
Formula: C4H13NOS
Source: the OMol25 dataset
Level of theory: ωB97M-V/def2-TZVPD

Output
- Max |F|: 1.47 eV/A
- Energy above the lowest of the compared OMol25 structures with the same formula, charge and spin: 57.3 kJ/mol
- Molar mass: 123.22 Da
- Highest occupied orbital energy: -9.13 eV

Last column: natural (NBO) charge in e.
CARTESIAN COORDINATES (ANGSTROEM)
C (2.8369, 2.1691, -0.3476)  -0.612
C (1.3793, 1.8365, -0.5754)  -0.044
N (1.2863, 1.0958, -1.8526)  -0.847
C (0.8468, 0.9658, 0.5581)  -0.428
C (-0.5642, 0.4317, 0.3205)  -0.494
S (-0.7355, -1.3326, 0.8304)  -0.059
H (3.4523, 1.2814, -0.3089)  0.216
H (2.9344, 2.7643, 0.5330)  0.211
H (3.2464, 2.8331, -1.1134)  0.206
H (0.7871, 2.7381, -0.7582)  0.169
H (1.8147, 1.5524, -2.5891)  0.355
H (0.3520, 1.1494, -2.2629)  0.348
H (1.5665, 0.1578, 0.6997)  0.223
H (0.8190, 1.5818, 1.4531)  0.207
H (-1.3300, 0.9914, 0.8569)  0.218
H (-0.9032, 0.4933, -0.7159)  0.217
H (-0.8838, -0.9733, 2.1068)  0.116
O (-3.7016, -3.3424, 0.2169)  -0.938
H (-3.0017, -3.0303, 0.8035)  0.473
H (-3.4550, -4.2589, 0.0617)  0.463



[5]
Formula: C4H2ClNO2
Source: the OMol25 dataset
Level of theory: ωB97M-V/def2-TZVPD

Output
- Max |F|: 4.67 eV/A
- Energy above the lowest of the compared OMol25 structures with the same formula, charge and spin: 305.1 kJ/mol
- Molar mass: 131.52 Da
- Highest occupied orbital energy: -10.25 eV

Last column: natural (NBO) charge in e.
CARTESIAN COORDINATES (ANGSTROEM)
O (0.8777, -0.4019, -2.6511)  -0.471
C (0.8818, 0.2221, -1.6134)  0.372
C (0.0340, -0.0362, -0.4542)  0.123
O (-1.0959, -0.7461, -0.6762)  -0.209
N (-1.6803, -0.9929, 0.4880)  -0.076
C (-1.0690, -0.2571, 1.4962)  -0.077
C (0.1789, 0.3210, 0.8748)  -0.133
Cl (1.7368, 0.8564, 1.4093)  0.069
H (1.7733, 1.0019, -1.4399)  0.130
H (-1.6373, 0.0328, 2.5666)  0.271



[6]
Formula: C36H62IN11O3Y
Source: the OMol25 dataset
Level of theory: ωB97M-V/def2-TZVPD

Output
- Max |F|: 6.78 eV/A
- Total charge: +1
- Molar mass: 912.78 Da
- Highest occupied orbital energy: -12.16 eV

Last column: Löwdin charge in e.
CARTESIAN COORDINATES (ANGSTROEM)
Y (-2.8062, 1.7062, -0.0442)  1.305
I (-0.0877, 0.4874, 0.2368)  0.071
N (-2.8203, 4.0415, 1.7442)  -0.611
O (-1.8149, 3.4666, 1.3445)  -0.181
O (-3.8082, 3.4556, 1.3552)  -0.125
O (-2.8112, 4.9337, 2.5485)  0.146
C (0.9436, 1.5809, 4.0386)  -0.075
C (0.6309, 3.0051, 4.0384)  -0.278
N (0.3468, 4.0914, 4.0508)  0.178
H (1.8649, 1.4473, 3.4716)  0.068
H (0.0840, 1.0794, 3.5940)  0.039
H (1.1267, 1.1967, 5.0421)  0.081
C (-4.9263, -3.1001, -0.2609)  -0.017
C (-4.3166, -1.7972, -0.1997)  -0.201
N (-3.7890, -0.7486, -0.1496)  0.092
H (-4.2812, -3.8785, -0.6685)  0.080
H (-5.8340, -2.9391, -0.8424)  0.104
H (-5.2196, -3.3271, 0.7641)  0.093
C (4.0436, -3.1867, -2.9577)  -0.104
C (4.2235, -1.6936, -2.6334)  -0.254
C (2.9421, -0.9680, -2.1299)  -0.181
C (1.8162, -1.0038, -3.0895)  -0.247
N (0.9946, -1.0413, -3.8772)  0.174
H (4.8966, -3.6924, -3.4102)  0.080
H (3.2064, -3.2847, -3.6487)  0.062
H (3.7554, -3.7143, -2.0485)  0.070
H (4.5914, -1.2436, -3.5555)  0.106
H (5.0548, -1.7013, -1.9284)  0.091
H (3.1611, 0.0740, -1.8966)  0.079
H (2.5859, -1.5117, -1.2549)  0.097
C (4.6364, -0.2828, 1.4682)  -0.085
C (4.6072, 1.1876, 1.0917)  -0.263
C (5.8548, 1.6233, 0.3278)  -0.191
C (6.0897, 1.2438, -1.0614)  -0.194
N (6.1485, 0.9318, -2.2017)  0.163
H (4.4614, -0.8816, 0.5744)  0.063
H (3.9161, -0.4461, 2.2698)  0.066
H (5.6439, -0.4791, 1.8350)  0.084
H (4.6558, 1.7413, 2.0293)  0.108
H (3.6473, 1.4748, 0.6625)  0.087
H (6.7612, 1.2099, 0.7702)  0.123
H (5.9775, 2.7061, 0.3509)  0.110
C (-4.9997, -1.4462, -4.6607)  -0.077
C (-3.6932, -1.1098, -5.4270)  -0.255
C (-2.4580, -1.1381, -4.6070)  -0.182
C (-2.5894, -0.2097, -3.4940)  -0.188
N (-2.6991, 0.5090, -2.6203)  0.120
H (-4.9574, -2.4753, -4.3039)  0.073
H (-5.7930, -1.2034, -5.3677)  0.080
H (-5.1537, -0.7542, -3.8328)  0.058
H (-3.7566, -0.1302, -5.9008)  0.119
H (-3.5660, -1.7485, -6.3011)  0.121
H (-1.5968, -0.8420, -5.2060)  0.125
H (-2.2169, -2.1182, -4.1954)  0.109
C (-4.9892, -2.1683, 3.7767)  -0.134
C (-5.4572, -0.9149, 4.3854)  -0.237
C (-4.2989, 0.1224, 4.5777)  -0.109
C (-3.6931, 0.4484, 3.2523)  -0.092
N (-3.2483, 0.7568, 2.2118)  0.094
H (-4.4181, -2.8112, 4.4465)  0.084
H (-4.4777, -2.0239, 2.8250)  0.053
H (-5.8800, -2.7558, 3.5544)  0.087
H (-5.8868, -1.1729, 5.3534)  0.124
H (-6.2381, -0.5054, 3.7445)  0.119
H (-3.4586, -0.2012, 5.1920)  0.123
H (-4.6779, 1.0420, 5.0236)  0.130
C (3.5210, 5.0302, 1.1193)  -0.091
C (2.1995, 4.3562, 0.6900)  -0.252
C (0.9438, 5.2842, 0.4046)  -0.154
C (0.4543, 6.0134, 1.6312)  -0.204
N (0.0009, 6.5777, 2.5963)  0.134
H (4.3800, 4.3644, 1.0362)  0.050
H (3.4165, 5.4416, 2.1233)  0.079
H (3.7116, 5.8591, 0.4377)  0.073
H (2.0309, 3.7084, 1.5503)  0.075
H (2.4585, 3.7168, -0.1539)  0.073
H (0.1687, 4.5737, 0.1174)  0.073
H (1.2065, 5.9373, -0.4276)  0.096
C (-1.4903, -3.0781, 4.1901)  -0.105
C (-0.1610, -2.5025, 3.5978)  -0.226
C (0.9212, -2.3179, 4.6955)  -0.213
C (1.3495, -3.4972, 5.3726)  -0.226
N (1.7294, -4.4905, 5.9279)  0.149
H (-2.3338, -3.0435, 3.5007)  0.026
H (-1.7875, -2.4052, 4.9944)  0.059
H (-1.3397, -4.0657, 4.6261)  0.082
H (-0.3485, -1.5504, 3.1015)  0.064
H (0.1971, -3.2844, 2.9280)  0.102
H (0.7240, -1.5375, 5.4304)  0.117
H (1.7763, -2.0423, 4.0782)  0.112
C (1.9701, 4.9933, -3.1460)  -0.073
C (1.5416, 3.4743, -3.1277)  -0.242
C (2.6303, 2.4612, -3.3143)  -0.211
C (3.5944, 2.7805, -4.3828)  -0.230
N (4.3468, 3.0228, -5.1982)  0.162
H (2.6614, 5.1766, -2.3235)  0.062
H (1.1206, 5.6649, -3.0213)  0.066
H (2.3816, 5.2860, -4.1120)  0.074
H (0.8896, 3.2828, -3.9800)  0.106
H (0.9675, 3.1916, -2.2453)  0.077
H (2.2880, 1.4682, -3.6058)  0.084
H (3.1721, 2.3342, -2.3771)  0.096
C (-1.9947, -4.9158, -2.7440)  -0.102
C (-0.8208, -4.0927, -2.2950)  -0.237
C (-1.1192, -3.2022, -1.0766)  -0.206
C (-1.6444, -3.8824, 0.0724)  -0.244
N (-2.0323, -4.4238, 1.0064)  0.193
H (-2.7962, -4.3126, -3.1704)  0.053
H (-2.5790, -5.3900, -1.9555)  0.072
H (-1.7573, -5.6334, -3.5294)  0.087
H (-0.4257, -3.4498, -3.0817)  0.089
H (-0.0010, -4.7443, -1.9926)  0.118
H (-1.8285, -2.4251, -1.3615)  0.081
H (-0.2435, -2.6239, -0.7822)  0.075



[7]
Formula: C32H23FeN4O2
Source: the OMol25 dataset
Level of theory: ωB97M-V/def2-TZVPD

Output
- Max |F|: 0.60 eV/A
- Total charge: +2
- Energy above the lowest of the compared OMol25 structures with the same formula, charge and spin: 7.6 kJ/mol
- Molar mass: 551.41 Da
- Highest occupied orbital energy (alpha / beta): -14.37 / -14.37 eV
- 2S+1: 6
- ⟨S²⟩: 8.808

Last column: natural (NBO) charge in e.
CARTESIAN COORDINATES (ANGSTROEM)
Fe (0.4230, 0.9596, -0.4508)  1.504
C (-2.8750, 3.4534, 0.8022)  -0.083
O (-1.6504, 3.9278, 1.4723)  -0.422
C (-0.6643, 3.2650, 0.9204)  0.611
N (-0.9136, 2.5117, -0.0827)  -0.623
C (-2.3537, 2.6514, -0.4050)  -0.113
C (-2.9376, 1.2842, -0.6848)  -0.055
C (-2.2871, 0.4813, -1.6248)  -0.253
C (-2.7544, -0.7841, -1.9374)  -0.183
C (-3.9053, -1.2595, -1.3196)  -0.197
C (-4.5813, -0.4552, -0.4165)  -0.192
C (-4.1032, 0.8151, -0.1031)  -0.155
C (0.7212, 3.3411, 1.4368)  0.130
C (1.2725, 4.2252, 2.3442)  -0.162
C (2.6429, 4.1206, 2.5822)  -0.121
C (3.4077, 3.1659, 1.9156)  -0.161
C (2.7445, 2.3216, 1.0426)  0.125
N (1.4432, 2.4125, 0.8351)  -0.469
C (3.2817, 1.2339, 0.1955)  0.608
N (2.4617, 0.4910, -0.4449)  -0.617
C (3.2424, -0.4963, -1.2008)  -0.113
C (4.6923, 0.0016, -0.9984)  -0.081
O (4.5693, 1.0267, 0.0583)  -0.424
C (2.7863, -0.6074, -2.6369)  -0.068
C (1.8988, 0.2996, -3.2075)  -0.195
C (1.4770, 0.1592, -4.5251)  -0.208
C (1.9549, -0.8918, -5.2893)  -0.188
C (2.8565, -1.7923, -4.7351)  -0.169
C (3.2671, -1.6522, -3.4187)  -0.200
H (-3.4539, 4.3290, 0.5306)  0.235
H (-3.4176, 2.8554, 1.5305)  0.211
H (-2.4479, 3.2563, -1.3104)  0.234
H (-1.4590, 0.8908, -2.2112)  0.198
H (-2.2414, -1.3862, -2.6762)  0.234
H (-4.2895, -2.2395, -1.5691)  0.237
H (-5.4938, -0.8093, 0.0447)  0.235
H (-4.6605, 1.4269, 0.5957)  0.211
H (0.6627, 4.9718, 2.8337)  0.264
H (3.1185, 4.7967, 3.2798)  0.259
H (4.4757, 3.0840, 2.0624)  0.265
H (3.0989, -1.4629, -0.7111)  0.226
H (5.0986, 0.4965, -1.8773)  0.222
H (5.3796, -0.7568, -0.6410)  0.230
H (1.5924, 1.1952, -2.6684)  0.166
H (0.7985, 0.8824, -4.9588)  0.229
H (1.6410, -1.0005, -6.3186)  0.239
H (3.2364, -2.6118, -5.3303)  0.238
H (3.9587, -2.3720, -2.9939)  0.223
N (-2.8961, -6.5586, 5.2126)  -0.156
C (-2.4990, -5.6850, 4.5794)  0.209
C (-2.0086, -4.5945, 3.7897)  -0.018
C (-2.5696, -3.3159, 3.9629)  -0.182
C (-2.1165, -2.2760, 3.2010)  -0.054
C (-1.0801, -2.4921, 2.2454)  -0.165
C (-0.5180, -3.7940, 2.0962)  -0.092
C (-0.9813, -4.8293, 2.8588)  -0.178
C (-0.6330, -1.4533, 1.4565)  0.092
C (-0.2258, -0.5269, 0.7278)  -0.334
H (-3.3520, -3.1739, 4.6952)  0.259
H (-2.5323, -1.2841, 3.3104)  0.233
H (0.2694, -3.9476, 1.3716)  0.242
H (-0.5717, -5.8246, 2.7576)  0.262



[8]
Formula: C6H17NO
Source: the OMol25 dataset
Level of theory: ωB97M-V/def2-TZVPD

Output
- Max |F|: 4.56 eV/A
- Energy above the lowest of the compared OMol25 structures with the same formula, charge and spin: 196.5 kJ/mol
- Molar mass: 119.21 Da
- Highest occupied orbital energy: -8.61 eV

Last column: natural (NBO) charge in e.
CARTESIAN COORDINATES (ANGSTROEM)
C (-1.4004, 2.4029, 1.6379)  -0.605
C (0.0266, 1.7088, 1.5473)  -0.388
C (0.1369, 0.6477, 0.3387)  -0.213
N (0.1348, -0.6281, 0.9468)  -0.658
C (0.6203, -1.7124, 0.0037)  -0.040
C (0.9991, -2.9434, 0.9649)  -0.612
C (-0.3939, -2.1569, -1.0940)  -0.665
H (-1.3171, 3.1818, 0.9592)  0.194
H (-2.2057, 1.7563, 1.3147)  0.194
H (-1.6156, 2.7905, 2.5967)  0.204
H (0.6588, 2.5614, 1.5439)  0.199
H (0.1927, 1.0507, 2.4375)  0.208
H (1.1084, 0.9534, -0.0784)  0.185
H (-0.5152, 0.7308, -0.4570)  0.155
H (-0.6639, -0.8186, 1.5390)  0.370
H (1.5471, -1.3267, -0.4774)  0.198
H (1.7682, -2.5465, 1.7534)  0.221
H (0.1034, -3.3024, 1.5183)  0.204
H (1.4643, -3.7704, 0.3933)  0.209
H (-1.2804, -2.7806, -0.7366)  0.206
H (-1.0152, -1.4987, -1.8079)  0.218
H (0.0407, -2.8079, -1.8227)  0.215
O (0.1071, 2.2229, -3.6573)  -0.959
H (0.4492, 3.0284, -3.3846)  0.477
H (-0.4508, 1.7308, -3.0515)  0.483



What is the formula in the eighth record?
C6H17NO



max |F| of number 5 (C4H2ClNO2)?
4.67 eV/A



Which of these has the highest max |F|?
C36H62IN11O3Y



Look up the max |F| of the fifth one.
4.67 eV/A